[1]
10
Properties=species:S:1:pos:R:3 method="wB97M-V/def2-TZVPD" total_charge=-2 e_tot_ha=-1170.782641 smiles="N[S@](=O)([O-])=NC([O-])=S" homo_ev=0.0
C -1.556 -0.728 -0.168
N -1.097 0.494 0.263
N 1.371 -0.404 0.511
O -0.792 -1.662 -0.541
O 1.400 1.481 -1.524
O 0.598 1.937 1.287
S -3.165 -0.904 0.201
S 0.391 0.960 0.204
H 0.637 -0.853 -0.040
H 2.212 -0.321 -0.194

***

[2]
9
Properties=species:S:1:pos:R:3 method="wB97M-V/def2-TZVPD" e_tot_ha=-449.647778 smiles="NC(=O)O[N+](=O)[O-]" homo_ev=-10.9
C 0.421 0.270 -0.163
N 1.754 -0.004 0.153
N -1.818 -0.493 0.029
O 0.142 1.146 -0.908
O -2.245 -1.114 -0.863
O -2.245 0.338 0.702
O -0.376 -0.732 0.161
H 2.334 0.693 -0.301
H 2.034 -0.104 1.190

***

[3]
7
Properties=species:S:1:pos:R:3 method="wB97M-V/def2-TZVPD" e_tot_ha=-622.101540 smiles="[O-][NH+]=S.C#N" homo_ev="-9.7 / -9.7"
C -1.699 0.012 -0.664
N -1.382 0.812 0.137
N 1.147 -0.088 0.553
O 0.347 -0.981 0.181
S 2.483 0.477 -0.153
H -2.008 -0.477 -1.557
H 1.112 0.244 1.503

***

[4]
7
Properties=species:S:1:pos:R:3 method="wB97M-V/def2-TZVPD" e_tot_ha=-622.115718 smiles="[O-][NH+]=S.C#N" homo_ev=-9.6
C 1.193 -1.024 -1.019
N 0.180 -0.685 -1.410
N -0.919 0.787 0.687
O -0.311 1.343 -0.218
S -0.380 0.394 2.136
H 2.135 -1.322 -0.642
H -1.899 0.506 0.466

***

[5]
8
Properties=species:S:1:pos:R:3 method="wB97M-V/def2-TZVPD" e_tot_ha=-1020.318688 homo_ev=-9.4
C 1.118 -0.092 0.097
N 0.728 -1.263 -0.166
N -0.055 -1.992 -0.550
O -1.256 1.923 -0.860
S -2.330 -0.319 0.407
S -1.150 1.165 0.366
H 1.018 0.152 1.137
H 1.927 0.427 -0.431

***

[6]
7
Properties=species:S:1:pos:R:3 method="wB97M-V/def2-TZVPD" e_tot_ha=-945.049540 homo_ev="-9.4 / -9.3"
C 0.894 -0.419 -0.010
N 2.019 -0.310 -0.193
N -0.323 -0.252 0.379
S -1.409 -1.374 -0.015
S -0.825 1.995 -0.055
H -0.617 -2.155 -0.870
H 0.261 2.515 0.765

***

[7]
9
Properties=species:S:1:pos:R:3 method="wB97M-V/def2-TZVPD" e_tot_ha=-1741.476055 homo_ev=-8.7
C 0.523 -0.387 1.182
N 0.307 0.930 1.040
N -0.152 0.034 -1.274
S 0.537 -1.008 2.670
S 0.664 -1.295 -0.279
S 0.381 1.458 -0.652
S -1.846 -0.481 -1.578
H 0.867 1.591 1.590
H -1.281 -0.841 -2.699

***

[8]
7
Properties=species:S:1:pos:R:3 method="wB97M-V/def2-TZVPD" total_charge=+1 e_tot_ha=-278.537818 homo_ev=-18.9
C 1.620 0.357 -0.465
N -3.267 -0.037 0.287
N -2.167 -0.121 0.255
N 0.662 -0.261 0.077
O 2.393 0.897 -1.099
H 1.161 -0.818 0.873
H -0.403 -0.016 0.072

***

[9]
9
Properties=species:S:1:pos:R:3 method="wB97M-V/def2-TZVPD" total_charge=-1 e_tot_ha=-752.250521 homo_ev=-4.0
C -1.496 -0.613 0.397
N 2.206 -1.051 -0.211
N -0.349 -0.358 0.551
N 1.988 -0.486 0.746
O -0.222 1.627 -1.302
O 1.970 -0.082 1.868
S -2.996 -1.216 0.500
H -1.082 1.387 -1.706
H -0.019 0.791 -0.843

***

[10]
10
Properties=species:S:1:pos:R:3 method="wB97M-V/def2-TZVPD" total_charge=-1 e_tot_ha=-827.489677 homo_ev=-5.2
C -0.617 -0.579 0.417
N -2.122 -0.535 0.472
N -2.573 0.340 -0.197
N -0.049 0.056 -0.475
O 2.121 -1.070 -0.612
O 2.026 1.237 -1.118
O 1.609 0.466 1.163
S 1.562 0.199 -0.255
H -0.125 -1.031 1.306
H -1.832 0.919 -0.699

***

[11]
13
Properties=species:S:1:pos:R:3 method="wB97M-V/def2-TZVPD" total_charge=-1 e_tot_ha=-1376.169125 homo_ev=-5.8
C 0.279 -1.594 0.001
N 1.407 -1.615 -0.726
N -0.019 -0.410 0.636
N 0.000 0.851 -0.030
O -0.456 -2.522 0.163
O 2.857 -1.236 1.362
O 3.775 -0.848 -0.835
O 1.928 1.710 1.436
O 2.025 2.118 -1.119
S 2.591 -0.904 0.004
S 1.766 1.258 0.036
H -0.731 -0.403 1.248
H 0.067 0.604 -1.028

***

[12]
8
Properties=species:S:1:pos:R:3 method="wB97M-V/def2-TZVPD" e_tot_ha=-333.407688 smiles="[H]/N=c1/nn[nH]o1" homo_ev=-9.6
C -0.738 0.361 -0.157
H -2.331 -0.632 -0.066
H 2.089 -1.028 0.469
N -2.058 0.228 0.092
N 0.136 1.443 -0.145
N 1.367 0.951 0.036
N 1.440 -0.373 -0.072
O 0.094 -0.951 -0.157